C48H73Br2NO20 | wB97M-V/def2-TZVPD

Output
- SMILES string: CCOC(=O)CCC[C@]1(CCCCOC)[C@H](C[C@@H](C)OCc2ccccc2)C(=O)N[C@@H]1[C@@H](Br)[C@H](C)Br.C[C@@H]1COC(=O)O1.C[C@@H]1COC(=O)O1.C[C@@H]1COC(=O)O1.C[C@@H]1COC(=O)O1.C[C@@H]1COC(=O)O1
- Maximum force: 0.091 hartree/bohr
- Total charge: 0
- LUMO level: 0.0044 Eh
- Highest occupied orbital energy: -0.337 hartree

Last column: Löwdin charge in e.
Cartesian coordinates (Å):
1 Br -1.58 4.28 -1.68  0.688
2 Br 0.85 2.39 0.55  0.867
3 O -7.07 6.30 -5.51  0.161
4 O -1.94 1.69 6.37  0.073
5 O -2.18 -0.36 5.53  0.089
6 O 1.05 10.08 -2.89  0.090
7 O 3.90 1.41 -1.61  0.120
8 O -0.50 -5.92 -4.39  0.081
9 O 2.77 -3.39 7.03  0.085
10 O 0.78 -4.09 -4.66  0.153
11 O -1.41 -4.05 -5.19  0.065
12 O -5.73 7.91 -4.65  0.084
13 O -5.50 5.80 -3.96  0.057
14 O 2.96 -3.83 9.24  0.160
15 O 4.37 -2.48 0.65  -0.117
16 O 1.41 -3.88 1.13  -0.193
17 O 1.30 -2.51 8.47  0.065
18 O -4.05 0.25 2.50  -0.070
19 O 0.22 8.28 -1.85  0.061
20 O -3.37 -1.79 1.87  0.130
21 O -1.15 9.98 -2.40  0.157
22 O -0.11 0.47 5.87  0.151
23 N 1.76 1.17 -2.63  0.099
24 C 1.08 -4.78 0.08  -0.213
25 C 3.99 -6.56 -1.96  -0.097
26 C 0.07 3.24 -2.08  -0.706
27 C -6.19 6.64 -4.78  -0.562
28 C 4.36 -6.65 -0.64  -0.101
29 C -4.57 -0.48 5.11  -0.113
30 C -2.38 -5.09 -5.37  -0.093
31 C 4.99 -4.39 -0.62  -0.208
32 C -5.45 0.01 2.34  -0.189
33 C -6.12 -0.50 3.61  -0.162
34 C 3.33 9.38 -3.38  -0.021
35 C -4.89 7.95 -3.48  -0.327
36 C -1.51 -0.93 -0.09  -0.143
37 C 1.09 -1.87 7.20  -0.105
38 C -3.83 9.01 -3.60  -0.024
39 C -3.27 -0.59 1.72  -0.421
40 C 4.86 -5.58 0.05  -0.041
41 C 5.32 -0.48 1.58  -0.015
42 C 0.57 0.75 -1.89  -0.307
43 C 2.84 0.84 -1.73  -0.389
44 C 0.87 -0.56 -1.11  -0.324
45 C -2.30 -7.53 -4.67  -0.021
46 C 2.18 9.32 -2.41  -0.332
47 C -0.02 1.97 -1.16  -0.609
48 C 2.40 -3.30 8.34  -0.558
49 C 1.25 -3.06 -1.74  -0.160
50 C 3.03 -0.50 0.48  -0.089
51 C 2.17 -2.25 4.96  -0.022
52 C 4.46 -1.08 0.43  -0.373
53 C 4.65 -4.26 -1.94  -0.051
54 C 1.68 -2.86 6.25  -0.329
55 C -4.38 6.53 -3.45  -0.110
56 C 0.03 -0.85 0.13  -0.144
57 C -3.33 1.54 6.03  -0.079
58 C 5.51 -3.20 0.17  -0.139
59 C -1.92 -6.11 -4.35  -0.336
60 C -2.31 0.06 0.76  -0.078
61 C 2.41 -0.42 -0.94  -0.151
62 C -1.29 0.59 5.93  -0.551
63 C 0.41 -3.84 2.12  -0.097
64 C 4.14 -5.36 -2.60  -0.090
65 C -0.07 9.49 -2.38  -0.545
66 C 0.63 -1.71 -2.14  -0.117
67 C 1.24 4.18 -1.79  -0.231
68 C -3.47 0.04 6.01  -0.277
69 C -0.27 -4.63 -4.74  -0.553
70 C 0.28 -4.02 -0.99  -0.131
71 C 1.56 7.95 -2.25  -0.105
72 H -4.28 9.98 -3.81  0.093
73 H 1.86 0.75 -3.55  0.144
74 H 3.57 -7.43 -2.45  0.106
75 H -1.67 0.79 1.27  0.106
76 H -4.50 -0.04 4.11  0.046
77 H 4.93 0.49 1.89  0.072
78 H -0.08 -4.80 -1.68  0.106
79 H 1.35 4.84 -2.67  0.071
80 H 1.04 4.86 -0.96  0.040
81 H 2.17 -2.98 -1.16  0.094
82 H -4.13 6.19 -2.44  0.115
83 H 5.36 -1.17 2.42  0.084
84 H -3.50 2.00 5.06  0.142
85 H 0.99 -3.68 6.04  0.158
86 H 1.53 -3.58 -2.66  0.084
87 H 2.19 3.68 -1.67  0.059
88 H 0.11 -2.79 2.21  0.076
89 H 4.76 -3.31 -2.44  0.123
90 H 4.20 8.87 -2.97  0.092
91 H -2.26 -5.85 -3.34  0.157
92 H -5.68 -0.67 1.52  0.133
93 H 2.75 -2.98 4.39  0.088
94 H -3.96 2.01 6.77  0.140
95 H -3.38 -7.68 -4.56  0.092
96 H -2.94 0.67 0.09  0.131
97 H -7.17 -0.70 3.39  0.105
98 H -0.46 -4.46 1.86  0.094
99 H 3.59 10.41 -3.60  0.089
100 H 6.06 -3.54 1.05  0.125
101 H 3.07 8.91 -4.33  0.090
102 H 4.90 -0.82 -0.54  0.134
103 H -0.42 -1.89 -2.39  0.118
104 H 0.58 -5.69 0.43  0.123
105 H -6.11 0.23 4.42  0.065
106 H -5.91 0.97 2.10  0.132
107 H 6.34 -0.36 1.20  0.076
108 H 2.47 9.74 -1.45  0.161
109 H 2.03 -5.07 -0.38  0.104
110 H 0.02 2.98 -3.13  0.088
111 H -1.07 1.83 -0.95  0.033
112 H -0.20 0.55 -2.65  0.158
113 H -3.15 8.79 -4.42  0.092
114 H 5.14 -5.69 1.09  0.121
115 H 1.10 -1.40 -3.09  0.119
116 H -5.66 -1.42 4.00  0.078
117 H 1.60 -0.91 7.21  0.136
118 H 3.11 0.53 0.85  0.078
119 H -1.72 -0.69 -1.14  0.108
120 H 1.32 -1.93 4.35  0.079
121 H 0.19 -0.15 0.96  0.064
122 H -3.25 9.09 -2.68  0.070
123 H -4.49 -1.56 4.99  0.118
124 H -5.55 -0.24 5.53  0.100
125 H -2.31 -5.45 -6.39  0.140
126 H -3.53 6.36 -4.11  0.135
127 H 4.22 -7.60 -0.13  0.108
128 H -5.53 8.16 -2.62  0.159
129 H 0.77 -4.17 3.11  0.079
130 H 2.81 -1.39 5.14  0.094
131 H 2.41 -1.04 1.18  0.123
132 H -3.59 -0.37 7.02  0.161
133 H -2.02 -7.79 -5.69  0.090
134 H -0.57 -3.51 -0.53  0.093
135 H 0.03 -1.70 7.02  0.122
136 H 0.35 -1.83 0.50  0.078
137 H 6.15 -2.57 -0.46  0.129
138 H 3.86 -5.23 -3.64  0.111
139 H -1.78 -8.22 -4.01  0.090
140 H -3.38 -4.72 -5.17  0.141
141 H 2.05 7.36 -1.48  0.137
142 H 1.52 7.39 -3.18  0.135
143 H -1.86 -1.96 0.03  0.100
144 H 3.00 -1.18 -1.48  0.143

C14H31Cl10N3O3 | wB97M-V/def2-TZVPD

Output
- SMILES string: CN(C)C=O.CN(C)C=O.CN(C)C=O.ClCCl.ClCCl.ClCCl.ClCCl.ClCCl
- Maximum force: 0.061 hartree/bohr
- Total charge: 0
- LUMO level: 0.0133 Eh
- Highest occupied orbital energy: -0.340 hartree

Last column: natural (NBO) charge in e.
Cartesian coordinates (Å):
1 Cl -0.85 2.39 -6.72  -0.016
2 Cl -1.54 5.66 1.01  -0.020
3 Cl 5.17 -2.22 -1.88  -0.025
4 Cl 2.71 0.86 -1.57  -0.027
5 Cl 2.33 -2.86 -2.25  -0.035
6 Cl 1.03 4.72 0.41  -0.072
7 Cl 1.10 -0.36 0.44  -0.087
8 Cl 0.12 1.29 -4.20  -0.026
9 Cl 3.59 2.57 1.41  -0.034
10 Cl 5.68 0.67 0.85  0.025
11 O -1.59 2.04 -0.48  -0.693
12 O 1.72 -4.89 1.20  -0.630
13 O -2.79 0.50 4.22  -0.624
14 N -0.70 1.32 3.54  -0.440
15 N -3.26 0.44 -0.33  -0.413
16 N 0.17 -4.36 -0.35  -0.433
17 C -3.71 0.46 -1.73  -0.427
18 C -3.95 -0.55 0.45  -0.410
19 C -0.48 5.33 -0.36  -0.375
20 C -1.58 0.46 4.09  0.537
21 C -2.25 1.19 0.19  0.528
22 C 4.33 1.01 1.81  -0.436
23 C 3.67 -2.74 -1.09  -0.395
24 C 1.15 0.99 -0.76  -0.373
25 C -0.75 -3.42 -1.07  -0.415
26 C -1.19 2.59 2.98  -0.447
27 C 0.56 1.88 -5.79  -0.406
28 C 0.77 1.10 3.69  -0.418
29 C 0.18 -5.68 -0.94  -0.422
30 C 1.00 -4.04 0.70  0.524
31 H 3.56 0.26 1.62  0.223
32 H -0.89 4.52 -0.96  0.250
33 H -1.08 -2.67 -0.36  0.207
34 H 0.84 -6.36 -0.40  0.244
35 H 3.38 -2.10 -0.25  0.225
36 H 1.03 1.97 -0.31  0.253
37 H -1.98 0.88 1.21  0.147
38 H -1.04 3.46 3.62  0.204
39 H -3.50 -0.64 1.44  0.227
40 H -4.99 -0.23 0.47  0.198
41 H -0.20 6.23 -0.91  0.227
42 H 3.92 -3.72 -0.68  0.234
43 H -1.59 -3.98 -1.48  0.207
44 H 1.18 1.72 4.49  0.199
45 H -3.09 1.10 -2.36  0.241
46 H 1.06 1.10 -6.36  0.224
47 H -4.73 0.84 -1.77  0.200
48 H -0.69 2.88 2.05  0.222
49 H 1.13 0.08 3.83  0.218
50 H -4.01 -1.57 0.07  0.198
51 H 1.24 1.37 2.75  0.215
52 H 0.54 -5.59 -1.97  0.192
53 H -1.02 -0.42 4.45  0.092
54 H -0.82 -6.10 -1.02  0.191
55 H 1.28 2.68 -5.62  0.226
56 H 0.40 0.84 -1.53  0.233
57 H 0.96 -2.98 0.99  0.118
58 H 4.63 1.00 2.85  0.223
59 H -0.10 -2.96 -1.82  0.209
60 H -2.25 2.57 2.72  0.232
61 H -3.80 -0.51 -2.23  0.205

C4H12N2O2 | wB97M-V/def2-TZVPD

Output
- Maximum force: 0.082 hartree/bohr
- Relative energy (zero: lowest compared OMol25 entry of this formula, charge and spin): 179.79 kcal per mole
- Total charge: 0
- LUMO level (alpha / beta): 0.0278 / -0.0112 Eh
- Highest occupied orbital energy (alpha / beta): -0.301 / -0.285 hartree

Last column: natural (NBO) charge in e.
Cartesian coordinates (Å):
1 O -1.79 1.78 -0.12  -0.685
2 O 1.22 -2.18 0.33  -0.729
3 N -0.09 -0.87 0.49  -0.444
4 N 0.17 0.24 -1.81  -0.712
5 C -0.75 1.65 0.76  -0.111
6 C -1.28 -1.58 0.04  -0.440
7 C 1.97 0.60 -0.28  -0.691
8 C 0.56 0.20 -0.60  0.481
9 H 2.10 0.77 0.79  0.214
10 H 1.45 -2.37 1.25  0.433
11 H 2.64 -0.20 -0.61  0.265
12 H -1.94 -0.91 -0.52  0.192
13 H -0.35 -0.16 1.24  0.388
14 H -1.44 2.00 -0.99  0.489
15 H -0.99 -2.41 -0.59  0.236
16 H 0.01 2.44 0.74  0.165
17 H -0.80 -0.05 -1.94  0.342
18 H -1.84 -1.96 0.89  0.212
19 H 2.25 1.49 -0.83  0.231
20 H -1.10 1.52 1.78  0.163

C4H24B2CrO4 | wB97M-V/def2-TZVPD

Output
- Maximum force: 0.047 hartree/bohr
- Relative energy (zero: lowest compared OMol25 entry of this formula, charge and spin): 1.48 kcal per mole
- Total charge: +1
- 2S+1: 4
- LUMO level (alpha / beta): -0.1932 / -0.1405 Eh
- Highest occupied orbital energy (alpha / beta): -0.508 / -0.529 hartree
- Expectation value of S²: 3.77

Last column: Mulliken spin population.
Cartesian coordinates (Å):
1 Cr 0.31 0.04 0.07  2.888
2 O -0.75 -0.03 -1.88  -0.014
3 O 0.27 0.27 2.26  0.008
4 O 1.94 0.01 -1.27  -0.020
5 O -1.81 -0.21 0.55  -0.018
6 C 0.37 1.32 3.24  0.000
7 C -2.58 -1.41 0.32  -0.003
8 C 2.69 -1.13 -1.77  -0.004
9 C -1.64 0.98 -2.38  0.000
10 B 0.36 2.21 0.04  0.062
11 B 0.75 -2.01 0.54  0.016
12 H 1.05 -3.12 0.59  -0.011
13 H -0.52 -0.57 -2.65  0.003
14 H -2.22 1.42 -1.57  -0.001
15 H -1.11 1.78 -2.89  0.003
16 H 0.46 2.30 2.79  -0.002
17 H -2.70 -1.96 1.25  0.001
18 H 2.14 -2.06 -1.84  0.001
19 H -2.34 0.51 -3.07  0.000
20 H -0.02 -0.52 2.73  0.001
21 H 0.34 -1.76 -0.50  -0.027
22 H 3.08 -0.87 -2.75  -0.001
23 H 0.48 1.86 -1.04  0.036
24 H -2.09 -2.01 -0.44  0.002
25 H -2.32 0.43 1.06  0.003
26 H 2.55 0.76 -1.35  0.005
27 H -0.48 1.34 3.93  0.000
28 H 0.42 3.35 0.13  -0.024
29 H -0.62 1.82 0.47  0.012
30 H 1.22 1.72 0.61  0.007
31 H 1.61 -1.29 0.73  0.037
32 H -3.58 -1.14 -0.01  0.000
33 H 1.25 1.11 3.85  0.001
34 H 3.55 -1.29 -1.11  0.003
35 H -0.05 -1.84 1.36  0.037

Look up the maximum force of the fourth one.
0.047 hartree/bohr

The highest total charge belongs to which entry?
C4H24B2CrO4

The highest total charge belongs to which entry?
C4H24B2CrO4